# 1
C54H50Cl2LaN3O2P2S2Se as an isolated structure at a distorted geometry, computed with ωB97M-V/def2-TZVPD.

Geometry as XYZ:
```
117
Properties=species:S:1:pos:R:3:mulliken_charge:R:1
La 0.998 -2.114 0.600 1.27
C 1.751 4.202 2.417 -1.50
P 1.203 2.464 2.332 1.22
C -0.560 2.716 2.488 -0.93
C 1.637 1.750 3.993 -0.04
C 0.981 2.165 5.217 -0.54
C 1.154 1.484 6.352 -0.76
C 1.998 0.374 6.360 -0.29
C 2.676 -0.039 5.266 -0.99
C 2.480 0.637 4.030 0.44
P 3.040 -0.294 2.458 1.12
C 3.979 0.886 1.423 -0.81
C 4.359 -1.296 3.233 -1.63
H 1.818 4.715 3.366 0.34
H 1.015 4.836 1.841 0.37
H 2.701 4.357 1.897 0.36
H -1.016 1.719 2.603 -0.20
H -0.866 3.220 1.494 0.38
H -0.837 3.369 3.307 0.55
H 0.426 3.079 5.260 0.32
H 0.520 1.696 7.233 0.28
H 2.084 -0.228 7.320 0.21
H 3.328 -0.940 5.363 -0.06
H 3.534 1.856 1.631 0.16
H 3.783 0.747 0.389 -0.01
H 4.987 0.861 1.733 0.53
H 5.135 -0.661 3.660 0.51
H 4.743 -1.910 2.490 0.37
H 3.969 -1.857 4.112 0.31
S -2.829 -2.906 -3.333 -0.47
C -2.376 -1.255 -3.681 0.91
C -2.797 -0.409 -4.698 -0.80
C -2.536 0.994 -4.617 -0.85
C -1.842 1.465 -3.432 -0.87
C -1.399 0.607 -2.461 0.39
C -1.578 -0.809 -2.561 -1.28
N -1.459 -1.736 -1.573 0.82
C -2.003 -2.889 -1.852 0.06
C -1.952 -3.981 -0.809 1.32
C -3.034 -4.919 -0.808 -0.85
C -3.092 -5.829 0.263 -0.55
C -1.985 -5.911 1.157 -0.87
C -0.929 -5.057 0.977 0.08
C -0.818 -4.026 0.016 -0.59
H -3.455 -0.784 -5.429 0.50
H -2.802 1.615 -5.467 0.42
H -1.762 2.525 -3.356 0.60
H -1.107 0.964 -1.503 0.50
H -3.830 -4.747 -1.544 0.26
H -3.899 -6.594 0.387 0.27
H -1.917 -6.698 1.872 0.42
H -0.094 -5.190 1.618 0.39
C -4.743 0.057 -0.786 -1.77
C -4.781 1.263 0.225 2.43
C -6.274 1.556 0.513 -2.26
C -4.045 2.445 -0.310 -1.38
C -4.072 0.771 1.490 0.07
C -4.466 1.236 2.803 -0.57
C -3.814 0.835 3.887 -0.89
C -2.735 -0.015 3.820 1.74
S -1.803 -0.708 5.127 -0.36
C -0.878 -1.696 3.909 0.08
N -1.202 -1.409 2.725 0.28
C -2.295 -0.493 2.610 -2.41
C -2.919 -0.063 1.432 -0.28
C 0.143 -2.661 4.268 0.77
C 0.271 -3.307 5.512 -0.05
C 1.219 -4.307 5.738 -0.86
C 2.011 -4.731 4.723 -0.34
C 1.908 -4.073 3.499 -0.50
C 1.042 -2.990 3.192 -0.25
H -5.249 0.199 -1.741 0.39
H -5.182 -0.752 -0.287 0.50
H -3.716 -0.151 -1.128 0.35
H -6.811 1.756 -0.469 0.42
H -6.429 2.513 1.104 0.32
H -6.672 0.793 1.012 0.61
H -4.616 2.718 -1.166 0.49
H -3.054 2.150 -0.690 0.05
H -3.909 3.236 0.453 0.27
H -5.360 1.808 2.898 0.34
H -4.197 1.218 4.850 0.31
H -2.608 -0.403 0.496 0.66
H -0.348 -3.019 6.327 0.43
H 1.180 -4.836 6.695 0.32
H 2.829 -5.503 4.905 0.25
H 2.588 -4.472 2.739 0.20
Se 3.477 -2.961 -0.120 -1.30
Cl 1.384 4.778 -3.834 -0.22
C 1.231 3.901 -5.352 0.52
C 0.632 4.567 -6.429 -0.59
C 0.570 3.924 -7.719 -0.59
C 0.832 2.558 -7.698 -0.59
C 1.312 1.892 -6.583 0.81
Cl 1.531 0.188 -6.694 -0.21
C 1.632 2.560 -5.382 -0.49
N 2.304 1.968 -4.377 0.42
C 3.409 1.134 -4.437 -0.02
C 4.424 1.376 -5.345 -0.02
C 5.489 0.485 -5.360 -0.44
C 5.501 -0.679 -4.572 -0.91
C 4.429 -0.898 -3.700 -0.59
C 3.403 0.006 -3.581 0.39
C 2.282 -0.417 -2.611 0.02
C 1.618 0.572 -1.617 -0.01
O 1.599 1.773 -1.866 -1.11
O 1.060 0.076 -0.576 0.50
H 0.503 5.627 -6.361 0.41
H 0.305 4.523 -8.608 0.34
H 0.753 1.990 -8.573 0.49
H 1.950 2.142 -3.369 -0.13
H 4.571 2.332 -5.942 0.27
H 6.373 0.680 -5.926 0.38
H 6.324 -1.434 -4.641 0.34
H 4.328 -1.733 -3.046 0.55
H 2.754 -1.149 -1.982 -0.52
H 1.485 -0.963 -3.107 0.16
```

Summary:
Total charge ... -2
HOMO energy ... -1.192 eV
M ... 1187.87 g mol⁻¹

# 2
C54H52Cl2CsN3O2P2S2Se as an isolated structure, computed with ωB97M-V/def2-TZVPD.

Geometry as XYZ:
```
119
Properties=species:S:1:pos:R:3:mulliken_charge:R:1
Cs 0.888 -1.546 -0.429 1.51
S -0.043 -1.437 2.710 -0.56
P 1.905 -0.761 2.887 1.75
C 2.678 -0.315 1.521 -0.74
P 4.233 -0.476 0.982 0.60
S 4.571 -0.264 -1.017 -0.57
C 4.908 -2.148 1.364 0.08
C 5.875 -2.415 2.326 0.05
C 6.313 -3.715 2.558 -0.64
C 5.785 -4.768 1.832 -0.48
C 4.810 -4.515 0.873 -0.77
C 4.381 -3.221 0.644 -0.58
C 5.481 0.607 1.785 -0.64
C 5.083 1.538 2.734 -0.03
C 6.006 2.395 3.321 -0.59
C 7.343 2.323 2.963 -0.42
C 7.751 1.396 2.007 -0.66
C 6.825 0.552 1.417 -0.33
C 1.708 0.643 4.069 0.26
C 1.618 1.923 3.532 -0.93
C 1.429 3.031 4.346 -0.95
C 1.333 2.873 5.721 -0.70
C 1.425 1.598 6.270 -0.64
C 1.608 0.495 5.451 -0.55
C 2.786 -1.959 3.972 -0.23
C 3.863 -1.536 4.745 0.15
C 4.575 -2.433 5.524 -0.79
C 4.241 -3.780 5.508 -0.44
C 3.193 -4.217 4.713 -0.68
C 2.462 -3.311 3.959 -0.55
H 6.286 -1.609 2.918 0.36
H 7.060 -3.900 3.323 0.37
H 6.122 -5.783 2.013 0.33
H 4.387 -5.332 0.299 0.40
H 3.646 -3.023 -0.126 0.47
H 4.035 1.585 3.006 0.30
H 5.673 3.119 4.058 0.43
H 8.068 2.989 3.418 0.34
H 8.794 1.342 1.713 0.36
H 7.128 -0.146 0.645 0.36
H 1.754 2.028 2.460 0.88
H 1.373 4.020 3.904 0.56
H 1.196 3.738 6.361 0.38
H 1.351 1.461 7.344 0.39
H 1.650 -0.492 5.893 0.51
H 4.161 -0.492 4.733 0.43
H 5.409 -2.082 6.123 0.36
H 4.807 -4.490 6.102 0.35
H 2.939 -5.271 4.680 0.37
H 1.618 -3.632 3.360 0.41
C -1.780 5.703 1.050 -1.30
C -2.705 4.600 1.544 -0.15
C -1.976 3.532 2.361 -0.59
C -1.122 2.574 1.525 -0.49
N -1.938 1.742 0.658 0.92
C -2.074 1.859 -0.689 -0.03
Se -1.231 2.994 -1.856 -0.34
N -2.942 0.888 -1.098 0.95
C -3.304 0.653 -2.484 -0.35
C -4.441 1.560 -2.941 -0.48
C -5.766 1.310 -2.227 -0.33
C -6.469 0.055 -2.735 -1.06
C -3.313 0.114 -0.015 0.25
C -4.129 -1.004 0.093 -0.17
C -4.265 -1.563 1.355 -0.89
C -3.612 -1.031 2.465 -0.84
C -2.803 0.087 2.362 -0.96
C -2.676 0.655 1.104 0.54
H -2.324 6.443 0.457 0.36
H -0.997 5.298 0.409 0.28
H -1.311 6.224 1.892 0.36
H -3.196 4.128 0.688 0.08
H -3.504 5.033 2.155 0.39
H -2.691 2.949 2.948 0.33
H -1.313 4.015 3.088 0.42
H -0.555 1.900 2.163 -0.57
H -0.417 3.100 0.885 0.48
H -3.563 -0.400 -2.565 -0.15
H -2.403 0.795 -3.072 -0.32
H -4.577 1.392 -4.015 0.22
H -4.113 2.595 -2.834 0.33
H -6.427 2.172 -2.361 0.41
H -5.596 1.231 -1.148 0.21
H -6.742 0.164 -3.789 0.36
H -7.379 -0.161 -2.170 0.39
H -5.822 -0.825 -2.668 0.07
H -4.615 -1.437 -0.773 0.34
H -4.875 -2.451 1.475 0.38
H -3.710 -1.524 3.424 0.42
H -2.251 0.466 3.213 0.44
Cl -2.816 -1.252 -8.358 -0.21
C -3.909 -1.814 -7.134 0.87
C -5.192 -2.152 -7.526 -0.52
C -6.062 -2.743 -6.626 -0.58
C -5.625 -3.023 -5.342 -0.53
C -4.352 -2.655 -4.951 0.54
Cl -3.817 -3.087 -3.351 -0.13
C -3.457 -1.980 -5.806 -0.80
N -2.198 -1.598 -5.378 0.04
C -1.658 -0.283 -5.505 0.64
C -2.417 0.788 -5.970 -0.32
C -1.856 2.051 -6.063 -0.70
C -0.543 2.260 -5.682 -0.82
C 0.206 1.201 -5.197 -0.60
C -0.320 -0.080 -5.099 0.88
C 0.476 -1.215 -4.526 -1.59
C -0.064 -1.717 -3.149 0.73
O 0.231 -2.878 -2.816 -0.90
O -0.705 -0.879 -2.473 -0.84
H -5.482 -1.974 -8.553 0.41
H -7.066 -3.011 -6.929 0.37
H -6.266 -3.521 -4.627 0.41
H -1.903 -2.063 -4.531 0.06
H -3.452 0.640 -6.244 0.51
H -2.462 2.877 -6.415 0.33
H -0.109 3.252 -5.727 0.38
H 1.221 1.366 -4.851 0.38
H 1.501 -0.881 -4.344 0.45
H 0.532 -2.054 -5.224 0.30
```

Summary:
Total charge ... -2
HOMO energy ... -1.771 eV
M ... 1183.88 g mol⁻¹

# 3
An isolated ion of composition C54H55N4OSi and charge +1 at a distorted geometry, computed with ωB97M-V/def2-TZVPD.

Geometry as XYZ:
```
115
Properties=species:S:1:pos:R:3:mulliken_charge:R:1
C 2.810 -5.160 2.856 -1.02
N 2.306 -3.825 3.008 0.29
C 2.015 -3.329 4.258 0.13
O 1.999 -3.993 5.296 -0.69
C 1.660 -1.858 4.087 -0.18
C 2.561 -0.921 4.952 -0.25
C 2.305 -1.125 6.415 0.59
C 1.145 -0.831 7.125 -0.66
N 1.261 -1.357 8.375 -0.03
C 2.478 -1.982 8.544 -0.55
C 2.936 -2.808 9.548 -0.74
C 4.148 -3.464 9.350 -0.58
C 4.902 -3.275 8.172 -0.72
C 4.427 -2.461 7.137 -0.33
C 3.193 -1.840 7.317 0.74
N 1.844 -1.667 2.637 1.00
C 1.511 -0.533 2.020 -0.73
C 1.897 -0.327 0.716 -1.02
C 1.050 0.417 -0.179 -0.35
C 1.829 1.383 -1.052 0.25
C 1.541 2.756 -1.013 0.06
C 2.142 3.621 -1.932 -0.47
C 3.042 3.094 -2.892 -0.86
C 3.421 1.743 -2.839 -0.70
C 2.817 0.883 -1.902 -0.59
C 2.471 -2.809 1.983 0.19
C 3.964 -2.478 1.741 -1.49
C 1.835 -3.285 0.676 -1.43
H 2.602 -5.717 3.774 0.39
H 2.304 -5.656 2.012 0.28
H 3.889 -5.183 2.680 0.34
H 0.588 -1.725 4.386 0.31
H 3.628 -1.138 4.728 0.23
H 2.370 0.129 4.645 0.35
H 0.262 -0.293 6.759 0.41
H 0.528 -1.286 9.106 0.25
H 2.332 -2.927 10.439 0.39
H 4.537 -4.141 10.112 0.37
H 5.865 -3.771 8.051 0.38
H 4.978 -2.288 6.203 0.34
H 0.897 0.184 2.600 0.50
H 2.745 -0.842 0.282 0.53
H 0.210 0.915 0.297 1.26
H 0.849 3.148 -0.256 0.43
H 1.926 4.701 -1.926 0.51
H 3.417 3.740 -3.707 0.37
H 4.182 1.357 -3.536 0.42
H 3.092 -0.166 -1.875 0.35
H 4.476 -2.361 2.710 0.34
H 4.426 -3.294 1.166 0.47
H 4.067 -1.548 1.180 0.24
H 0.739 -3.342 0.775 0.19
H 2.096 -2.641 -0.171 0.32
H 2.223 -4.292 0.445 0.72
C -4.650 0.233 0.056 -0.30
C -3.993 1.447 0.293 -0.83
C -3.426 2.161 -0.774 -0.20
C -3.466 1.630 -2.088 0.08
Si -2.408 2.366 -3.432 0.81
C -3.163 1.891 -5.056 0.63
C -3.839 2.865 -5.805 -0.59
C -4.395 2.530 -7.040 -0.73
C -4.271 1.227 -7.534 -0.64
C -3.614 0.243 -6.785 -1.10
C -3.074 0.572 -5.536 0.02
C -2.364 4.185 -3.087 0.44
C -3.584 4.786 -2.719 -0.23
C -3.638 6.161 -2.467 -0.79
C -2.466 6.928 -2.542 -0.62
C -1.243 6.330 -2.870 -0.79
C -1.195 4.961 -3.160 -0.16
C -0.598 1.850 -3.567 1.15
C 0.157 1.901 -4.915 -0.87
C 0.734 0.459 -5.137 -1.04
C 0.502 -0.327 -3.829 -0.31
N -0.498 0.465 -3.104 1.64
C -0.816 0.177 -1.849 -0.94
C -0.077 -0.811 -0.987 -1.05
C -1.071 -1.586 -0.158 -0.15
C -1.611 -2.810 -0.690 -0.23
C -2.622 -3.500 0.027 -0.99
C -3.030 -3.006 1.274 -0.62
C -2.459 -1.846 1.804 -1.34
C -1.517 -1.134 1.088 0.54
C -4.158 0.426 -2.306 -0.03
C -4.738 -0.271 -1.244 -0.89
H -5.078 -0.333 0.896 0.46
H -3.919 1.842 1.310 0.41
H -2.900 3.102 -0.577 0.42
H -3.917 3.882 -5.410 0.30
H -4.920 3.284 -7.616 0.43
H -4.689 0.968 -8.513 0.38
H -3.518 -0.776 -7.153 0.42
H -2.591 -0.213 -4.938 0.39
H -4.490 4.174 -2.619 0.44
H -4.592 6.618 -2.206 0.42
H -2.509 8.002 -2.339 0.39
H -0.326 6.918 -2.909 0.43
H -0.246 4.496 -3.443 0.37
H -0.054 2.514 -2.885 -1.09
H -0.521 2.205 -5.696 0.64
H 0.974 2.656 -4.894 0.44
H 0.186 -0.031 -5.940 0.32
H 1.797 0.504 -5.440 0.38
H 0.117 -1.365 -4.000 0.50
H 1.456 -0.391 -3.275 -0.11
H -1.678 0.727 -1.404 -0.28
H 0.728 -1.444 -1.342 1.30
H -1.265 -3.152 -1.672 0.50
H -3.056 -4.413 -0.404 0.42
H -3.777 -3.543 1.833 0.47
H -2.760 -1.499 2.771 0.57
H -1.102 -0.183 1.459 0.38
H -4.240 0.027 -3.317 0.42
H -5.252 -1.215 -1.426 0.46
```

Summary:
Total charge ... +1
HOMO energy ... -9.126 eV
M ... 804.15 g mol⁻¹
Relative energy (zero: lowest compared OMol25 entry of this formula, charge and spin) ... 12.3 kcal per mole

> Among the records above, which one has the lowest HOMO energy?

C54H55N4OSi